114
Properties=species:S:1:pos:R:3:mulliken_spin:R:1 method="wB97M-V/def2-TZVPD" e_homo_ev="-6.419 / -6.512" homo_lumo_gap_ev="6.023 / 6.009" total_charge=0 multiplicity=2 fmax_ev_per_a=2.08
W -0.3286 0.0139 -0.0569 0.009
C -1.4130 3.4430 2.1305 0.003
C -1.1769 2.8237 0.8080 -0.027
O -0.9984 1.6145 0.7179 0.061
C -1.2930 3.5603 -0.4718 0.112
C -0.2604 2.3011 -2.5190 0.018
C 0.1309 2.6336 -3.9300 -0.002
N -0.5157 1.0982 -2.1613 0.008
N -0.3851 0.1933 -3.2366 0.001
C 0.1543 -0.8948 -2.8273 0.005
O 0.4565 -1.1337 -1.5901 0.001
C 0.4955 -1.9577 -3.8093 0.000
C 0.4449 -1.7054 -5.1759 0.000
C 0.7792 -2.7039 -6.0777 0.000
C 1.1664 -3.9598 -5.6205 0.000
C 1.2180 -4.2125 -4.2555 0.000
C 0.8872 -3.2100 -3.3508 0.000
H -1.8621 2.7283 2.8212 -0.001
H -2.0345 4.3334 2.0371 -0.001
H -0.4469 3.7502 2.5444 -0.003
H -1.2966 4.6269 -0.2358 -0.035
H 0.0881 3.7033 -4.1122 -0.017
H -0.4896 2.0933 -4.6397 0.002
H 1.1606 2.2921 -4.0808 -0.001
H 0.1393 -0.7233 -5.5164 0.000
H 0.7444 -2.5019 -7.1412 0.000
H 1.4347 -4.7368 -6.3285 0.000
H 1.5205 -5.1886 -3.8944 0.000
H 0.9366 -3.3864 -2.2838 0.000
C -2.9657 3.9335 -2.3896 0.000
C -2.6816 3.2039 -1.0799 -0.002
C -3.8082 3.4880 -0.0801 0.003
C -0.0489 3.3461 -1.4259 -0.075
C 0.1759 4.7300 -1.9923 0.258
C 1.2975 5.4385 -1.7936 -0.059
C 2.3701 4.9177 -1.0120 0.448
C 2.3369 3.6248 -0.4897 -0.072
C 3.4947 3.1874 0.4054 -0.006
C 4.8481 3.2510 -0.3050 -0.016
C 3.5210 4.0269 1.6890 -0.017
C 1.2448 2.8029 -0.7311 0.286
N 1.3075 1.4479 -0.4271 0.060
C 2.4095 0.7263 -0.8393 0.009
O 3.1974 0.9779 -1.7250 0.031
C 2.5350 -0.4875 0.0288 -0.020
C 3.6345 -1.2941 0.1441 0.000
C 3.5921 -2.3244 1.0829 -0.004
C 2.4728 -2.4872 1.8770 0.004
C 1.3975 -1.6409 1.6825 -0.005
N 1.4496 -0.6736 0.7788 -0.002
C 0.1686 -1.5673 2.5443 -0.001
O 0.0381 -2.3437 3.4851 -0.001
N -0.5712 -0.5066 2.1756 0.004
C -1.4090 0.0558 3.1762 0.003
C -0.7863 0.7525 4.2360 0.000
C -1.5890 1.3650 5.1949 0.000
C -2.9714 1.3180 5.1161 0.000
C -3.5693 0.6132 4.0819 0.001
C -2.8051 -0.0396 3.1176 0.000
C -3.4571 -0.9318 2.0847 0.003
C -3.4533 -2.3820 2.5739 0.000
C -4.8544 -0.4918 1.6650 0.000
C 0.7303 0.8431 4.3956 0.001
C 1.2242 -0.0896 5.5103 0.000
C 1.2279 2.2667 4.6762 0.002
H -3.9698 3.6763 -2.7326 0.000
H -2.2737 3.6658 -3.1926 0.000
H -2.9296 5.0183 -2.2517 -0.001
H -2.6762 2.1354 -1.2807 -0.001
H -3.8053 4.5413 0.2231 0.001
H -3.7422 2.8742 0.8231 -0.001
H -4.7747 3.2770 -0.5404 0.000
H -0.6628 5.1795 -2.5121 0.013
H 1.3700 6.4431 -2.1969 0.001
H 3.2382 5.5393 -0.8280 0.023
H 3.3127 2.1615 0.7189 0.000
H 5.1027 4.2854 -0.5566 0.003
H 4.8456 2.6624 -1.2229 0.002
H 5.6335 2.8678 0.3529 0.001
H 3.5987 5.0941 1.4660 0.004
H 4.3809 3.7488 2.3055 0.000
H 2.6139 3.8737 2.2829 0.001
H 4.4932 -1.1053 -0.4877 0.000
H 4.4460 -2.9810 1.2051 0.000
H 2.3999 -3.2405 2.6506 0.000
H -1.1225 1.8859 6.0248 0.000
H -3.5782 1.8108 5.8673 0.000
H -4.6500 0.5487 4.0353 0.000
H -2.8298 -0.9023 1.2100 -0.001
H -4.0689 -2.4833 3.4748 0.000
H -2.4384 -2.7078 2.8200 0.000
H -3.8627 -3.0473 1.8043 0.000
H -5.5851 -0.6074 2.4728 0.000
H -5.1909 -1.1037 0.8251 0.000
H -4.8713 0.5551 1.3429 0.000
H 1.1768 0.5323 3.4527 -0.001
H 0.8414 0.2556 6.4770 0.000
H 2.3183 -0.0818 5.5597 0.000
H 0.8880 -1.1144 5.3543 0.000
H 0.8888 2.6294 5.6494 0.000
H 0.8890 2.9764 3.9198 -0.001
H 2.3217 2.2834 4.6866 0.000
O -0.8193 -2.0862 0.3143 -0.003
N -1.4953 -2.8219 -0.5540 -0.002
C -1.2638 -4.1536 -0.5223 0.000
C -1.9660 -4.9973 -1.3314 0.000
C -2.9278 -4.4518 -2.1901 0.000
C -3.1486 -3.0986 -2.1956 0.000
C -2.4163 -2.2448 -1.3501 0.001
S -2.6180 -0.5640 -1.2622 -0.001
H -0.5098 -4.4558 0.1882 0.000
H -1.7657 -6.0591 -1.2928 0.000
H -3.4964 -5.0955 -2.8516 0.000
H -3.8813 -2.6447 -2.8496 0.000